Formula: C6H15Br2O7PS
Source: OMol25
Level of theory: wB97M-V/def2-TZVPD

Positions of all 32 atoms, in Å:
O -2.798 -4.171 -0.919
P -1.878 -3.131 -0.478
O -2.500 -1.652 -0.309
O -1.306 -3.266 1.036
Br -0.845 -4.942 1.588
O -0.616 -2.931 -1.407
C 0.757 -2.955 -0.937
C 1.662 -2.566 -2.108
C 2.490 -1.323 -1.861
Br 3.819 -1.645 -0.480
H -2.569 -1.410 0.622
H 0.881 -2.267 -0.096
H 0.968 -3.967 -0.594
H 1.033 -2.408 -2.987
H 2.341 -3.394 -2.327
H 3.056 -1.028 -2.742
H 1.902 -0.482 -1.506
O 0.875 1.426 0.564
S -0.113 2.348 0.082
O 0.322 3.528 -0.599
O -1.070 2.733 1.284
C -0.443 3.163 2.523
C 0.085 4.578 2.453
C -1.287 1.487 -0.894
H 0.337 2.446 2.780
H -1.244 3.075 3.253
H 0.918 4.664 1.758
H 0.430 4.874 3.445
H -0.698 5.265 2.135
H -1.609 0.605 -0.350
H -0.778 1.200 -1.812
H -2.122 2.146 -1.117

For the energy, the calculation gives -181008.04138 eV.

List of Löwdin charges in e, atom by atom:
1. O -0.242
2. P 0.269
3. O -0.103
4. O -0.753
5. Br 0.834
6. O -0.187
7. C -0.219
8. C -0.259
9. C -0.593
10. Br 0.638
11. H 0.084
12. H 0.110
13. H 0.097
14. H 0.122
15. H 0.106
16. H 0.059
17. H 0.047
18. O -0.288
19. S 0.556
20. O -0.270
21. O -0.265
22. C -0.243
23. C -0.070
24. C -0.114
25. H 0.113
26. H 0.121
27. H 0.074
28. H 0.083
29. H 0.086
30. H 0.045
31. H 0.081
32. H 0.081